Below is C6H7N as an isolated structure, with properties calculated with ωB97M-V with the def2-TZVPD basis set.

The geometry in XYZ format:
```
14
Properties=species:S:1:pos:R:3:nbo_charge:R:1
C 2.54451 -0.53097 0.03494 -0.1886
C 1.53580 -0.96970 -1.05294 -0.2219
C -2.54382 -0.66794 0.17422 0.2772
C 1.59949 -0.44195 0.99538 -0.2444
C 0.60096 -0.90853 -0.10041 -0.2101
C -1.97908 0.63105 -0.09212 -0.7345
N -3.14058 -1.61649 0.36907 -0.3185
H 3.50162 -0.03232 0.12842 0.2044
H 1.64749 -0.91808 -2.15216 0.2258
H 1.48684 -0.36476 2.08295 0.2224
H -0.33393 -1.41981 0.04908 0.2130
H -2.40826 1.25206 -0.84154 0.2571
H -0.95323 0.44020 -0.36286 0.2648
H -1.99622 1.26075 0.82657 0.2534
```

Properties
- Total charge: 0


Below is one molecule with the formula C6H7N, with properties calculated with ωB97M-V with the def2-TZVPD basis set.

The geometry in XYZ format:
```
14
Properties=species:S:1:pos:R:3:nbo_charge:R:1
C -0.55695 -1.00943 1.71102 -0.3091
C 0.25298 0.07592 1.89314 -0.0577
N 0.56371 0.58753 0.65861 -0.5012
C -0.21217 0.00436 -0.29019 0.0698
C -0.87069 -1.04380 0.33094 -0.2713
C 0.67280 0.99439 -2.33883 -0.3922
C -0.06618 0.05708 -1.75704 -0.1989
H -0.66256 -1.85763 2.36619 0.2246
H 0.72037 0.46743 2.77901 0.2079
H 1.17374 1.39008 0.65128 0.4118
H -1.59297 -1.59343 -0.24307 0.2175
H 1.11256 1.80141 -1.76657 0.1793
H 0.93587 0.98484 -3.38200 0.2006
H -0.28828 -0.90765 -2.18892 0.2190
```

Properties
- Total charge: 0
- SMILES string: C=Cc1ccc[nH]1


Below is one molecule with the formula C6H7N, with properties calculated with ωB97M-V with the def2-TZVPD basis set.

The geometry in XYZ format:
```
14
Properties=species:S:1:pos:R:3:nbo_charge:R:1
C -0.10100 1.72586 0.31369 -0.5954
C -0.03163 0.19347 0.49665 -0.2819
C -0.70617 -0.54375 -0.70849 -0.5008
C -1.65410 -1.59523 -0.32835 0.2849
N -2.41479 -2.42200 -0.04667 -0.3214
C 1.34701 -0.34478 0.48146 -0.0033
C 2.35531 -0.95243 0.20783 -0.2475
H 0.36686 2.07020 -0.61895 0.2149
H -1.14447 2.06594 0.31613 0.2152
H 0.41178 2.23500 1.13269 0.2244
H -0.54989 -0.06917 1.43643 0.2460
H -1.19596 0.18927 -1.35573 0.2503
H 0.09687 -1.01963 -1.27800 0.2700
H 3.22020 -1.53277 -0.04870 0.2448
```

Properties
- Total charge: 0
- SMILES string: C#C[C@@H](C)CC#N


Below is one molecule with the formula C6H7N, with properties calculated with ωB97M-V with the def2-TZVPD basis set.

The geometry in XYZ format:
```
14
Properties=species:S:1:pos:R:3:nbo_charge:R:1
C 0.57508 0.34398 -1.31778 0.4329
C 0.85570 0.38075 0.81168 -0.4159
C 1.85365 -1.45354 -0.82830 -0.3131
C 2.19921 -0.16160 -0.13443 -0.0159
C -0.16374 0.75436 -0.30915 -0.1216
C -1.57503 0.77424 -0.17444 -0.6325
N 1.70823 -0.24519 -1.62052 -0.4289
H 0.39199 -0.40030 1.37040 0.2066
H 1.07078 1.35504 1.36708 0.2195
H 2.72188 -1.99144 -1.13254 0.2132
H 0.98037 -2.09700 -0.70930 0.1826
H -1.96349 0.99896 -1.16597 0.2273
H -1.95544 1.43538 0.57454 0.2226
H -1.82080 -0.18834 0.19380 0.2232
```

Properties
- Total charge: 0


Below is one molecule with the formula C6H7N, with properties calculated with ωB97M-V with the def2-TZVPD basis set.

The geometry in XYZ format:
```
14
Properties=species:S:1:pos:R:3:nbo_charge:R:1
C 0.88606 0.85005 -0.10920 -0.3452
C -1.08889 -0.94494 -0.16622 -0.2523
C -0.49992 0.27038 -0.09419 0.1361
C 2.02466 0.22283 -0.17723 0.1470
C -2.45267 -0.38354 -0.09491 -0.2565
C 3.20402 -0.23594 -0.07220 -0.4784
N -1.81602 0.93475 -0.15862 -0.5853
H 0.99754 1.88906 0.31644 0.2369
H -0.73872 -1.98936 -0.08218 0.2058
H -3.19023 -0.66703 -0.78421 0.2028
H -2.94751 -0.71254 0.81457 0.1926
H 3.99012 -0.18347 -0.85656 0.2289
H -1.82175 1.48903 0.60720 0.3498
H 3.45331 -0.53927 0.85733 0.2177
```

Properties
- Total charge: 0
- SMILES string: C=C=CC1=CCN1


Below is one molecule with the formula C6H7N, with properties calculated with ωB97M-V with the def2-TZVPD basis set.

The geometry in XYZ format:
```
14
Properties=species:S:1:pos:R:3:nbo_charge:R:1
C -0.06990 0.18898 1.60026 -0.0473
C 1.77866 -1.50536 2.60798 0.2029
C -0.15128 0.05245 0.23567 0.0349
C 0.86663 -1.02280 -0.10590 -0.4719
C 0.96366 -1.82834 1.25774 -0.1636
C -0.86344 1.11468 -0.55132 -0.6463
N 0.67181 -0.87148 2.20996 -0.4298
H -0.61656 0.84802 2.19444 0.2099
H 0.50780 -1.85544 -0.67558 0.2266
H 1.80601 -0.66356 -0.40506 0.2247
H 0.33034 -2.69746 1.23415 0.1622
H -1.45844 1.64020 0.21324 0.2286
H -1.74037 0.52786 -1.13428 0.2262
H -0.12133 1.70582 -1.23599 0.2429
```

Properties
- Total charge: 0


Ordered largest force on an atom results: 3.002; 1.967; 1.294; 3.406; 4.030; 3.518; unit eV/A.
Ordered energy above the lowest of the compared OMol25 structures with the same formula, charge and spin results: 5.484; 1.419; 2.478; 7.910; 4.595; 5.931; unit eV.
Ordered gap between HOMO and LUMO results: 7.9; 8.9; 11.2; 6.9; 9.1; 9.4; unit eV.